--- i ---
Here is a 2-piece molecular cluster, C2H3ClN overall from the OMol25 dataset. Energies are from ωB97M-V/def2-TZVPD.

**LUMO**: -6.1 eV
**E_HOMO**: -15.965 eV

```
! RIJCOSX wB97M-V def2-TZVPD def2/J DEFGRID3
* xyz 1 1
C -0.984 1.314 -0.081
C 0.462 -0.692 0.056
N -0.496 0.276 -0.085
Cl 2.006 0.203 -0.133
H -1.750 2.052 -0.062
H 0.450 -1.185 0.991
H 0.313 -1.967 -0.687
*
```

Want to see where the charge sits? The Löwdin charges in e are: 0.351 -0.554 0.042 0.660 0.149 0.067 0.285


--- ii ---
Here is a 2-piece molecular cluster, C2H3ClN overall from the OMol25 dataset. Energies are from ωB97M-V/def2-TZVPD.

**LUMO**: -5.9 eV
**E_HOMO**: -15.879 eV

```
! RIJCOSX wB97M-V def2-TZVPD def2/J DEFGRID3
* xyz 1 1
C -0.999 1.337 -0.033
C 0.400 -0.729 0.093
N -0.498 0.290 0.058
Cl 1.961 0.057 -0.149
H -1.396 2.248 -0.120
H 0.214 -1.410 1.062
H 0.318 -1.792 -0.910
*
```

Want to see where the charge sits? The Löwdin charges in e are: 0.385 -0.613 0.025 0.669 0.107 0.160 0.266


Comparing the structures above, i comes out on top by 1.2 kcal/mol.